{"formula": "C7H15NO", "method": "wB97M-V/def2-TZVPD", "symbols": ["O", "N", "C", "C", "C", "C", "C", "C", "C", "H", "H", "H", "H", "H", "H", "H", "H", "H", "H", "H", "H", "H", "H", "H"], "coordinates": [[3.00811, 0.51331, -0.84341], [0.16286, -0.05853, 1.57211], [0.29334, -0.28592, -0.88462], [-1.42538, -0.25628, -1.18478], [-2.06024, -1.57931, -0.78484], [3.22288, 0.58530, 1.50911], [2.41811, 0.45192, 0.22684], [0.62032, 0.47903, 0.33599], [-2.21069, 0.93045, -0.65340], [-2.07086, -1.70671, 0.30286], [-1.52667, -2.42784, -1.22684], [-1.70236, 1.87792, -0.85397], [-1.43278, -0.20047, -2.27965], [0.70618, 0.18115, -1.78007], [0.58171, -1.33793, -0.82334], [-3.19649, 0.98910, -1.13425], [3.13796, -0.33918, 2.08613], [-0.71892, 0.32731, 1.88548], [0.17532, -1.07332, 1.60384], [-3.09795, -1.64570, -1.13763], [2.83636, 1.41987, 2.09939], [-2.39823, 0.85278, 0.42166], [4.28055, 0.75863, 1.28490], [0.39688, 1.54445, 0.25849]], "forces_ev_per_angstrom": [[-1.58, -0.47, 1.30], [0.22, 0.05, 0.61], [-4.22, 0.46, -1.19], [2.39, -0.63, -0.32], [-0.08, -0.15, -0.04], [-0.22, -0.33, -0.06], [-0.48, 1.47, -0.52], [3.91, -0.46, -0.43], [0.17, 0.19, 0.07], [0.01, -0.01, -0.07], [-0.02, 0.11, 0.11], [-0.05, -0.04, 0.06], [-0.16, -0.01, 0.11], [0.28, -0.20, 0.25], [0.05, 0.13, 0.01], [0.21, -0.10, 0.04], [-0.11, 0.18, 0.18], [0.14, -0.25, -0.09], [-0.23, 0.30, -0.05], [0.11, 0.08, 0.11], [-0.10, -0.21, 0.08], [0.09, 0.04, -0.02], [-0.30, -0.05, -0.15], [-0.06, -0.10, 0.04]], "e_homo_ev": -8.4, "homo_lumo_gap_ev": 9.24, "relative_energy_kcal_mol": 43.5, "e_tot_ha": -405.66800, "smiles": "CC(=O)[C@H](N)CC(C)C"}